1.
Below is a structure of composition C26H23FeN4O5P, with properties calculated with the ωB97M-V functional and the def2-TZVPD basis.

The geometry in XYZ format:
```
60
Properties=species:S:1:pos:R:3:forces:R:3
C 3.969330 0.640048 -1.233735 -0.036 -0.105 -0.006
H -3.359122 -2.500098 -0.478955 0.068 0.012 0.000
C 4.315181 2.967895 -0.737629 0.026 -0.074 0.014
C 1.425371 -2.640191 -4.226767 0.013 0.011 0.017
Fe 0.136640 -0.687488 -0.792976 0.212 0.040 -0.137
C -0.722924 -3.601991 -3.859170 0.018 -0.005 -0.005
O 2.759447 -0.782372 2.281779 -0.023 -0.021 0.004
N 0.231856 0.750216 0.441155 -0.031 0.024 -0.012
O -1.229785 0.512810 -1.623670 -0.180 -0.015 0.178
H -4.830039 1.802636 0.873945 0.007 -0.001 0.000
O 1.652927 -1.350903 0.403684 -0.084 -0.139 0.014
C 1.212458 -1.882350 -3.088511 -0.066 0.005 0.009
C 0.435371 -3.523348 -4.617362 -0.015 -0.012 0.018
C 4.803027 1.669523 -0.833378 0.001 0.105 0.029
H 5.834182 1.457523 -0.584671 -0.001 -0.002 0.000
P -1.371908 -1.677341 0.702470 -0.023 -0.018 -0.006
H -1.723286 -2.863656 -2.103539 0.023 0.014 -0.016
H -4.367622 2.452843 3.219990 0.002 0.000 0.000
C 1.163279 1.702119 2.372033 0.021 -0.007 -0.011
H 1.098725 2.405528 -1.651967 0.064 -0.024 0.001
C 2.985820 3.238607 -1.032938 -0.014 -0.009 0.002
C -3.369217 0.242114 0.861785 -0.026 -0.032 -0.009
H 4.320407 -0.381455 -1.289372 -0.019 0.007 -0.004
C -2.662783 -2.902971 0.258520 -0.046 0.056 -0.057
C 2.641758 0.924164 -1.520412 0.093 0.177 0.037
H 0.556727 -4.129267 -5.504866 0.000 0.007 -0.003
H 4.972204 3.767870 -0.422452 0.002 0.003 -0.005
H 0.935189 3.677291 3.776387 -0.003 0.001 -0.004
H -2.195929 -3.803358 -0.142922 -0.011 -0.010 0.007
C -0.602742 1.770486 0.268957 -0.048 -0.062 0.036
C -2.833277 0.976570 3.479178 0.002 0.000 0.000
H -1.341201 -0.552564 3.458706 0.001 -0.003 0.002
H -1.534280 -4.258204 -4.139781 0.001 -0.002 0.002
H -0.004915 -3.430543 1.587215 0.010 0.015 -0.011
H 0.196648 -1.991537 2.557848 -0.001 0.008 -0.004
H -3.227600 -3.164285 1.153562 0.004 -0.029 -0.006
C -3.817047 1.641332 2.761803 -0.001 0.001 -0.001
H 2.341021 -2.502560 -4.782978 -0.001 0.000 -0.003
N 1.735631 -0.102983 -1.898013 -0.346 -0.286 0.046
O -2.255549 2.488842 -1.282619 -0.075 -0.019 0.034
C -0.607657 2.824850 1.152892 -0.002 0.027 0.000
C 0.290306 2.779067 2.221535 -0.011 0.002 -0.014
C 1.936185 -0.588974 1.401717 0.104 0.069 -0.038
H -3.553768 -0.003012 -0.178193 -0.006 -0.005 0.016
C -2.378866 -0.433592 1.575007 0.040 0.012 -0.017
C 1.098759 0.688513 1.437927 -0.029 -0.004 0.016
N 2.162847 -0.887529 -2.763808 0.002 0.018 0.007
H -1.274639 -2.974432 2.755626 0.002 -0.005 -0.005
H -2.616705 1.264924 4.500079 0.000 0.000 0.001
C -1.473259 1.604902 -0.979877 0.276 0.099 -0.153
C -2.115600 -0.054703 2.889219 0.012 -0.002 -0.001
H 1.877061 1.635594 3.184104 0.003 -0.004 -0.002
N 0.122810 -1.992964 -2.316340 0.127 0.119 0.061
C -0.543184 -2.597187 2.039221 -0.027 0.004 0.013
C -0.836822 -2.825451 -2.718583 0.025 -0.050 0.032
C -4.084352 1.272320 1.451104 -0.007 -0.008 0.006
H 2.603403 4.248189 -0.962368 0.005 0.005 0.002
C 2.136889 2.211170 -1.410610 -0.035 0.111 -0.078
H -1.288903 3.653100 1.019396 0.002 0.001 0.000
O 0.271521 3.816242 3.091616 0.004 0.001 0.005
```
Forces are in eV/Å.

Results
* gap between HOMO and LUMO (alpha / beta): 0.269 / 0.269 Eh
* highest occupied orbital energy (alpha / beta): -0.309 / -0.309 Eh

---

2.
Below is a structure of composition C26H23GeN3PtS2, with properties calculated with the ωB97M-V functional and the def2-TZVPD basis.

The geometry in XYZ format:
```
56
Properties=species:S:1:pos:R:3:forces:R:3
N 0.751853 3.216766 2.293043 0.858 0.586 1.490
C -3.713883 -3.653316 2.382824 -0.024 0.023 0.026
N 0.061709 2.478527 -1.532977 0.599 -0.146 -0.457
H 2.059269 4.428963 0.394266 0.073 -0.002 -0.042
H -0.791496 -1.580324 -5.764395 -0.001 -0.015 0.003
C 3.364576 -0.142801 0.700951 -0.010 0.041 -0.045
C 1.325750 3.690816 0.090121 -0.052 -0.083 1.454
H -4.181964 -4.482152 0.459011 0.024 -0.032 0.023
C -1.982551 -0.933590 -2.665067 0.019 -0.035 0.050
H 2.530968 4.673120 -2.123809 -0.019 0.029 -0.052
C 2.646828 -1.703485 2.378834 0.035 -0.011 0.076
C 2.087051 -0.139095 0.163542 -0.002 -0.234 -0.006
C 3.644969 -0.923027 1.814990 0.005 0.004 0.010
C -0.795146 -1.441669 -4.691075 0.015 0.009 -0.040
S -1.437595 1.615221 2.378538 0.591 -0.360 0.064
N 0.630814 3.070070 0.982288 -0.670 -0.786 -1.611
H -2.904389 -0.674161 -2.154975 -0.030 -0.011 -0.052
C -0.805312 -1.094129 -1.932396 -0.125 0.260 0.513
C -0.093036 2.545655 3.015380 -0.394 -0.131 -0.805
H -1.089093 1.489675 -2.920434 0.034 -0.035 0.029
H -4.355990 -4.337132 2.922168 -0.026 0.015 -0.017
C -3.609323 -3.742296 1.002649 -0.008 -0.058 -0.054
H -2.895029 -0.996342 -4.602883 0.009 -0.014 -0.013
C -2.999635 -2.684689 3.076074 0.031 -0.035 -0.020
H 1.895742 1.077814 4.402826 0.039 -0.039 0.056
C -0.294316 2.211471 -2.788005 -0.076 -0.135 0.158
C 1.051832 3.379092 -1.290496 -0.138 -0.061 -1.398
H 4.644275 -0.932400 2.230171 -0.012 -0.001 0.017
C 0.378514 -1.419439 -2.591596 -0.021 -0.030 0.005
C 1.368036 3.690392 -3.647650 -0.359 -0.327 -0.360
H 1.121953 0.877856 6.000552 0.012 -0.005 0.010
Pt -0.661793 1.650746 0.218675 -1.321 1.302 0.536
H 2.866184 -2.324427 3.238196 -0.002 -0.001 -0.011
H 4.144586 0.455245 0.245651 0.004 -0.024 0.005
H 1.293350 -1.553313 -2.027053 0.006 -0.013 -0.047
H -0.001862 2.566842 -4.876732 -0.026 -0.044 0.017
S 0.048030 2.584049 4.770415 0.107 0.193 0.160
C -2.770934 -2.880439 0.311272 0.041 0.057 -0.037
H 0.344088 0.197787 4.546212 0.042 -0.049 0.044
H -3.089410 -2.606339 4.151468 -0.009 -0.006 0.000
C 1.730965 3.979980 -2.347516 -0.009 0.070 0.824
H 1.883710 4.150388 -4.479185 0.018 0.019 0.019
Ge -0.783592 -0.784963 0.011796 0.959 -1.057 0.239
H -2.675590 -2.964088 -0.765069 -0.047 -0.039 0.012
C -2.038238 -1.917726 1.003391 0.184 0.564 -0.310
C 1.366121 -1.694459 1.843409 -0.193 -0.024 -0.035
C -1.977512 -1.113010 -4.040517 -0.078 0.047 -0.010
H 1.893366 0.431222 -0.737157 -0.003 0.127 0.002
C -2.169336 -1.815026 2.387374 0.017 0.013 0.039
C 0.322780 2.803175 -3.874166 0.398 0.401 -0.086
C 0.950387 1.012978 4.935730 -0.176 0.072 -0.190
H -1.627428 -1.048442 2.925617 0.005 -0.044 0.043
H 0.591536 -2.310767 2.286278 0.049 -0.007 0.039
H 1.298775 -1.869325 -4.471533 -0.016 -0.008 -0.024
C 1.067120 -0.914829 0.728643 -0.372 0.040 -0.249
C 0.379314 -1.600648 -3.967667 0.045 0.029 0.006
```
Forces are in eV/Å.

Results
* ⟨S²⟩: 0.7612
* gap between HOMO and LUMO (alpha / beta): 0.242 / 0.212 Eh
* net charge: +1
* highest occupied orbital energy (alpha / beta): -0.417 / -0.416 Eh
* multiplicity: 2

---

3.
Below is a structure of composition C26H23MnN4O3PSSe, with properties calculated with the ωB97M-V functional and the def2-TZVPD basis.

The geometry in XYZ format:
```
60
Properties=species:S:1:pos:R:3:forces:R:3
C 3.380849 -4.744777 2.814953 0.008 0.016 0.008
H 4.579473 -0.113314 -0.526531 0.014 -0.021 -0.027
C -1.150918 -1.714831 -4.862136 -0.037 0.060 -0.011
H 2.507419 -1.376730 -1.014940 0.021 0.085 -0.077
H 0.897134 0.406271 4.540299 -0.002 0.000 0.000
C 1.533230 -1.992102 1.121335 -0.117 -0.051 0.226
C 2.066958 -0.819152 1.692875 0.187 -0.196 -0.010
Se -0.074085 4.788777 -2.180584 0.164 -0.240 -0.305
C -0.868322 0.396011 2.776473 -0.083 0.126 -0.146
C 1.783547 0.036130 -2.461665 -0.285 0.354 0.729
C 4.220696 1.339919 -2.067359 0.012 -0.058 0.114
C -1.397474 -1.842466 3.509980 0.010 0.001 -0.016
S 3.235586 2.563407 2.461995 -0.031 -0.001 -0.020
N 5.726874 1.439288 1.706114 0.004 -0.009 -0.011
H -1.857031 -2.075620 -4.120898 -0.002 0.003 -0.007
C 2.719258 -0.460950 -1.552341 0.024 0.047 -0.072
H -2.041689 -0.024265 -2.659664 -0.005 0.067 -0.044
C 3.520822 -2.299856 3.015133 0.002 -0.018 0.007
H 5.173985 1.832833 -1.922072 -0.022 0.025 0.018
P 0.218622 -0.898586 -2.600510 0.033 -0.089 -0.070
C 0.907389 -0.633128 -5.406010 0.057 -0.111 -0.006
H -1.656397 0.216252 2.034746 -0.005 0.020 0.008
N 0.794465 3.011459 0.011790 0.388 -0.858 -0.342
H 1.382799 -0.520956 -7.491392 0.002 -0.006 0.000
C -0.498913 -1.496193 -7.164930 0.002 0.001 0.000
H 3.516432 2.725753 -3.554821 0.052 -0.019 -0.021
Mn 1.318527 1.148707 1.100963 -0.156 0.464 -0.084
H -0.060649 -0.605121 5.659871 0.001 0.003 -0.001
C -1.302929 0.371318 -0.679677 -0.130 -0.012 -0.040
H 4.308583 -2.419689 3.750514 0.003 0.005 -0.003
C -1.114403 0.329985 -2.206067 -0.021 -0.144 0.042
N -0.693120 -0.591251 3.664320 -0.029 -0.001 0.020
O -2.427817 0.556885 -0.208183 0.061 -0.048 -0.058
O -0.199736 1.434010 2.755199 0.060 -0.116 0.117
C 3.903373 0.223944 -1.302934 0.084 -0.051 -0.160
C 2.948629 -3.430648 2.431641 0.012 -0.013 0.003
C 2.028163 1.275540 -3.054126 0.797 -0.969 -1.434
O -0.238895 0.146294 -0.014420 0.198 0.080 0.023
C 1.948282 -3.268719 1.471104 -0.037 -0.002 0.013
H -2.313921 -2.441185 -6.507641 0.000 0.005 0.002
C 0.000778 -1.047182 -4.431867 -0.100 0.062 0.029
H -0.688468 -2.645665 3.291581 -0.001 -0.001 -0.004
H 0.746487 -1.896866 0.379192 0.011 -0.009 -0.005
C 4.700668 1.895079 2.010192 -0.040 -0.013 -0.044
H -0.913701 1.334720 -2.589805 0.105 -0.008 0.064
H -2.095015 -1.762264 2.677633 -0.005 0.001 0.006
H 1.508329 -4.144626 1.006455 -0.006 0.002 -0.002
H -0.691123 -1.664280 -8.217965 -0.001 0.004 0.002
N 3.723130 -5.799143 3.131333 -0.010 0.000 -0.005
H 1.064642 -1.354620 4.495779 -0.001 -0.004 0.003
H 1.826430 -0.145820 -5.110131 -0.015 0.002 -0.015
C 0.520284 3.604764 -0.950051 -0.391 0.698 0.611
C 3.080637 -1.037514 2.644079 -0.005 0.022 -0.019
C -1.407895 -1.927972 -6.206479 0.009 -0.009 0.005
C 0.363005 -0.533869 4.653433 0.006 -0.005 -0.006
H -1.949957 -2.092955 4.420489 0.008 -0.007 0.002
H 3.550104 -0.182172 3.118004 0.002 0.006 -0.006
C 0.660893 -0.856845 -6.755936 -0.005 -0.001 -0.007
C 3.303171 1.827876 -2.987506 -0.411 0.515 0.626
H 1.377356 1.614377 -3.850308 -0.384 0.414 0.400
```
Forces are in eV/Å.

Results
* ⟨S²⟩: 8.7557
* gap between HOMO and LUMO (alpha / beta): 0.235 / 0.252 Eh
* net charge: -2
* highest occupied orbital energy (alpha / beta): -0.078 / -0.095 Eh
* multiplicity: 6

---

4.
Below is a structure of composition C26H24AsCl3GeIrN4OS3Se, with properties calculated with the ωB97M-V functional and the def2-TZVPD basis.

The geometry in XYZ format:
```
65
Properties=species:S:1:pos:R:3:forces:R:3
H 2.331710 2.183344 1.996405 0.026 -0.068 -0.123
H 1.320049 -4.110207 -1.395216 -0.063 -0.019 -0.088
H 2.652165 3.791884 2.530073 0.036 0.006 0.017
C -2.133905 -1.391799 -1.706574 -0.134 -0.170 0.046
H 3.017417 -0.186558 -0.899162 0.031 0.015 0.083
H 4.275888 -5.152328 1.524154 -0.129 0.096 -0.045
C -0.651390 2.199601 -0.939843 -0.144 -0.098 0.003
Cl -4.524242 2.720592 2.551586 -0.126 -0.118 -0.120
C -3.015600 1.873881 -0.811458 0.336 -0.043 0.377
C 2.842349 -0.322943 -4.277105 0.059 0.015 0.019
N -1.368208 -1.430225 2.112048 -0.720 0.123 0.346
C 3.369378 -0.092183 -3.007056 0.010 0.003 -0.094
Se -4.316961 -1.268791 2.163418 -0.063 0.081 -0.097
H 3.806489 -3.056141 2.754205 -0.067 -0.038 -0.140
C 1.140254 2.810692 3.473431 -0.174 -0.009 0.178
H -4.631476 -3.657108 -2.073573 0.139 0.061 0.053
S 2.005150 -0.927703 2.305901 -0.311 0.021 -0.196
H 1.149752 5.685706 5.107296 0.007 -0.034 -0.007
Ir 0.239309 0.145147 1.470438 0.480 0.262 -0.528
C 1.848179 -3.892085 -0.477897 0.119 -0.020 0.133
C -3.684648 -3.232801 -1.750969 -0.014 0.002 0.029
C 1.327297 -0.889109 -2.028978 -0.094 0.105 -0.074
N 0.870347 3.788963 4.312662 0.304 0.193 -0.112
H 3.435309 -0.100351 -5.158558 -0.060 -0.027 0.105
H -1.883113 -0.371701 -1.971815 0.037 0.005 -0.087
H 1.158876 -1.037404 -5.403448 0.047 0.019 0.099
H 4.372658 0.304499 -2.895973 -0.091 -0.024 -0.023
H -0.181295 -1.562735 -3.404961 -0.084 -0.028 -0.011
C -0.854525 2.777340 -2.211601 0.026 0.003 0.003
H 2.651238 4.870097 4.651379 0.008 -0.028 0.007
H 1.576223 5.559259 3.400253 -0.020 -0.012 0.014
O -1.661967 1.170325 0.934822 0.054 0.170 -0.666
C -2.811356 -3.990189 -0.977563 0.011 0.064 0.037
H 0.010490 3.713960 4.829408 -0.298 0.013 0.197
C 1.566241 -0.845440 -4.416150 -0.039 -0.003 -0.016
C 2.283893 -2.412624 1.375535 0.197 -0.010 0.238
C 1.580126 -2.722710 0.222527 -0.141 -0.073 -0.076
H -4.234249 2.542841 -2.399243 0.133 0.008 0.027
C -2.528928 -1.320747 2.118242 0.367 -0.322 0.083
H -3.798292 1.504617 -0.174072 -0.077 -0.110 0.168
C -3.222792 2.450719 -2.022631 -0.173 0.070 -0.189
As 0.398139 -1.354454 -0.416491 0.135 -0.016 0.204
H 3.020108 -5.688404 -0.545690 -0.017 0.084 0.049
C -2.113178 2.907737 -2.741708 0.177 0.052 -0.133
S 0.132559 1.382575 3.538443 0.162 0.137 -0.063
H -3.081633 -4.997387 -0.681107 0.024 0.066 -0.037
H -2.246491 3.359284 -3.718619 0.038 -0.029 0.095
H -0.919061 -4.045003 0.037321 0.037 -0.030 -0.006
S 0.888659 2.025291 -0.227647 0.014 0.195 0.097
H -4.033781 -1.334518 -2.703946 0.042 -0.037 0.048
C 3.514232 -4.470093 1.157249 0.073 -0.003 0.060
C -1.245865 -2.166823 -0.962037 -0.108 -0.018 -0.062
N 2.186117 2.911503 2.672736 0.070 -0.149 -0.125
C 2.610018 -0.369758 -1.884425 0.054 0.002 -0.168
Cl -1.548076 4.229913 1.816486 0.130 0.175 -0.129
C 3.258019 -3.294880 1.846414 0.095 -0.021 0.103
H 0.025209 3.112381 -2.745767 -0.070 -0.009 0.030
C 1.614166 5.044726 4.363807 -0.157 -0.146 -0.028
Cl -2.316912 3.546150 5.028288 -0.061 0.002 0.164
N -1.760697 1.752068 -0.302867 -0.084 -0.336 0.678
Ge -2.384234 2.624933 3.016381 0.062 -0.028 -0.057
C -1.589000 -3.457845 -0.576327 -0.183 0.018 -0.146
C 2.810988 -4.772154 -0.004837 -0.002 -0.029 -0.028
C 0.802793 -1.135475 -3.287078 0.167 0.062 -0.167
C -3.349893 -1.929337 -2.108503 -0.003 -0.024 0.050
```
Forces are in eV/Å.

Results
* ⟨S²⟩: 6.0324
* gap between HOMO and LUMO (alpha / beta): 0.266 / 0.168 Eh
* net charge: +1
* highest occupied orbital energy (alpha / beta): -0.358 / -0.386 Eh
* multiplicity: 5

---

Strongest force on any atom values (in eV/Å) by entry order: 0.45 1.93 1.91 0.81.
DFT total energy values (in eV) by entry order: -87211.82173 -113232.00349 -156233.10678 -290968.60853.